No. 1
Entry from the Open Molecules 2025 dataset: C49H48FN3P2ReSi2 as an isolated structure in a non-equilibrium geometry (wB97M-V/def2-TZVPD).

Geometry (Å):
Re1 -0.32938 -0.14154 0.11726
C1 -1.94859 3.11327 1.05796
Si1 -0.91222 1.69121 1.69524
C2 -1.88926 0.94178 3.08216
C3 -2.57631 1.75280 3.99052
C4 -3.39333 1.19587 4.96423
C5 -3.55326 -0.18326 5.02956
C6 -2.88535 -1.00266 4.13111
C7 -2.05183 -0.43908 3.16637
P1 -1.04551 -1.50620 2.09375
C8 -2.04466 -3.01465 1.82509
C9 -2.11351 -4.01602 2.80125
C10 -2.91989 -5.12982 2.61286
C11 -3.66981 -5.26659 1.45286
C12 -3.63414 -4.26727 0.49006
C13 -2.82918 -3.15142 0.67622
C14 0.25183 -2.04257 3.25737
C15 0.77869 -3.33598 3.19737
C16 1.67472 -3.77066 4.16475
C17 2.07940 -2.90729 5.17596
C18 1.59998 -1.60412 5.21112
C19 0.68060 -1.17395 4.26341
C20 0.75863 2.42515 2.14975
C21 0.75263 3.48527 3.06605
C22 1.90558 4.20307 3.34944
C23 3.09060 3.89177 2.69203
C24 3.12704 2.83871 1.79278
C25 1.97430 2.09277 1.52553
P2 2.06573 0.55020 0.56560
C26 3.58454 -0.27965 1.18409
C27 4.81283 0.19284 0.70141
C28 6.00041 -0.35642 1.14986
C29 5.98528 -1.40426 2.06422
C30 4.77579 -1.89384 2.52321
C31 3.57936 -1.32824 2.09014
C32 2.64359 0.77885 -1.15308
C33 3.04003 1.97713 -1.72637
C34 3.47256 2.00067 -3.04839
C35 3.49077 0.83517 -3.80310
C36 3.09582 -0.37012 -3.22971
C37 2.68184 -0.40002 -1.90329
H1 -2.92651 3.11785 1.55473
H2 -1.44316 4.06291 1.27859
H3 -2.11984 3.06901 -0.01925
H4 -2.49268 2.83621 3.93083
H5 -3.92152 1.83873 5.65907
H6 -4.20193 -0.62185 5.78143
H7 -3.02696 -2.07606 4.17984
H8 -1.56432 -3.92483 3.72846
H9 -2.96512 -5.89165 3.38354
H10 -4.28601 -6.14643 1.30415
H11 -4.23653 -4.35385 -0.40898
H12 -2.81786 -2.37779 -0.07144
H13 0.48271 -4.01270 2.40357
H14 2.05547 -4.78708 4.12717
H15 2.77467 -3.24934 5.93662
H16 1.92122 -0.92441 5.99519
H17 0.28549 -0.16593 4.32598
H18 -0.17786 3.76149 3.56768
H19 1.87944 5.01143 4.07468
H20 3.99429 4.45979 2.89122
H21 4.06783 2.59345 1.31163
H22 4.85304 0.97256 -0.04705
H23 6.94278 0.01915 0.76731
H24 6.91809 -1.84003 2.40598
H25 4.75298 -2.72116 3.22163
H26 2.64650 -1.71415 2.45092
H27 3.02071 2.89529 -1.14563
H28 3.80973 2.93527 -3.48545
H29 3.83384 0.86095 -4.83106
H30 3.12709 -1.28800 -3.80756
H31 2.43223 -1.35166 -1.43962
C38 -4.15555 0.31306 0.55207
Si2 -3.55335 -0.03678 -1.15845
C39 -4.64850 -1.34520 -1.90921
C40 -3.56514 1.51262 -2.18680
N1 -1.87097 -0.69134 -1.06840
C41 -1.41790 -1.56290 -2.10522
C42 -1.88374 -1.52501 -3.43105
C43 -1.42367 -2.40865 -4.39719
C44 -0.46422 -3.36520 -4.08281
C45 0.03900 -3.41598 -2.79321
C46 -0.43957 -2.51767 -1.87016
F1 0.10976 -2.54800 -0.60299
H32 -5.25301 0.35154 0.51857
H33 -3.80677 1.27509 0.94177
H34 -3.88111 -0.46999 1.26357
H35 -4.99720 -1.04638 -2.90335
H36 -5.53193 -1.47641 -1.27347
H37 -4.16030 -2.31936 -2.00668
H38 -4.52746 1.58276 -2.71376
H39 -2.76846 1.53673 -2.94005
H40 -3.47381 2.40905 -1.56184
H41 -2.62869 -0.77901 -3.69894
H42 -1.81888 -2.34604 -5.40495
H43 -0.11659 -4.06870 -4.83099
H44 0.79614 -4.13676 -2.49835
N2 0.11135 2.38331 -3.41454
C47 0.18511 3.40698 -2.49315
C48 0.08610 2.80605 -1.28489
N3 -0.08281 1.43333 -1.46849
C49 -0.03763 1.21656 -2.77239
H45 0.16849 2.48562 -4.41348
H46 0.31307 4.44588 -2.76830
H47 0.13742 3.26176 -0.30984
H48 -0.09560 0.26017 -3.26977

**Net charge**: +2
**DFT total energy**: -3499.75324 hartree
**Orbital gap (spin up / spin down)**: 7.802 / 6.925 eV
**2S+1**: 4
**Maximum force**: 1.34 eV/A



No. 2
Entry from the Open Molecules 2025 dataset: C35H57As3ClIrN6O2S2 as an isolated structure in a non-equilibrium geometry (wB97M-V/def2-TZVPD).

Geometry (Å):
Ir1 0.26240 -0.40017 0.23856
C1 2.46205 -3.13468 0.51063
As1 2.27994 -1.20352 0.55891
C2 3.54429 -0.77947 -0.85036
C3 3.43508 -0.62380 2.04617
C4 2.85476 -0.37125 3.43940
C5 2.32016 -1.69510 3.99011
C6 1.75919 0.71751 3.43854
As2 0.09258 0.26066 2.54363
C7 -0.98243 -0.94488 3.62104
C8 -0.95527 1.86992 2.80464
C9 3.98635 0.07950 4.38260
As3 5.32463 1.51139 4.02870
C10 4.31867 2.82521 2.96480
C11 6.38176 0.74666 2.55844
H1 2.05868 -3.59080 1.41460
H2 3.52541 -3.34794 0.43207
H3 1.94518 -3.53598 -0.35877
H4 4.47826 -1.30340 -0.64459
H5 3.75020 0.29376 -0.90095
H6 3.16167 -1.11467 -1.81293
H7 3.90905 0.26292 1.62138
H8 4.22010 -1.37362 2.17427
H9 1.49306 -2.08630 3.40470
H10 1.98920 -1.58628 5.02439
H11 3.10564 -2.45359 3.97480
H12 2.12203 1.63949 2.98465
H13 1.42371 0.95745 4.45127
H14 -0.94440 -0.60848 4.65647
H15 -0.66115 -1.97631 3.55625
H16 -2.00628 -0.86635 3.25656
H17 -1.12797 2.01906 3.86958
H18 -1.91186 1.77293 2.29370
H19 -0.41675 2.72488 2.40228
H20 4.61716 -0.78545 4.61330
H21 3.53700 0.37404 5.33497
H22 3.53803 3.28452 3.57071
H23 3.88808 2.42543 2.04348
H24 5.02822 3.60678 2.69433
H25 6.74361 -0.24157 2.84300
H26 7.24990 1.39193 2.43108
H27 5.85808 0.68249 1.60455
S1 1.28637 1.69915 -0.00814
C12 -0.30631 2.09761 -0.58838
N1 -1.07572 1.03150 -0.49436
C13 -2.27876 1.19233 -1.18089
C14 -3.26658 0.23848 -1.39178
C15 -4.38891 0.60204 -2.11203
C16 -4.53701 1.89849 -2.61067
C17 -3.55872 2.85316 -2.41150
C18 -2.42125 2.48279 -1.70286
S2 -0.99708 3.44566 -1.38968
H28 -3.14466 -0.76322 -1.01348
H29 -5.16639 -0.12691 -2.29719
H30 -5.42424 2.15656 -3.17186
H31 -3.67380 3.85550 -2.80131
C19 2.36757 -6.20325 -4.63768
C20 1.62996 -4.99364 -4.03891
C21 2.63063 -4.24454 -3.15862
C22 0.51206 -5.57322 -3.15852
C23 1.00709 -4.12051 -5.17765
O1 0.09664 -4.96667 -5.90079
C24 1.96208 -3.54453 -6.26015
C25 2.66168 -2.17633 -6.19795
C26 3.89088 -2.01929 -5.33914
C27 4.95865 -2.91204 -5.42711
C28 6.08591 -2.76954 -4.63458
C29 6.16342 -1.69528 -3.75996
Cl1 7.53783 -1.52437 -2.71275
C30 5.15651 -0.74998 -3.71273
C31 4.02154 -0.92526 -4.49348
C32 -0.04383 -3.07851 -4.72055
N2 0.24959 -2.07032 -3.69301
C33 0.05625 -2.14769 -2.38055
N3 0.31475 -0.96854 -1.82414
C34 0.69851 -0.19391 -2.87904
N4 0.65139 -0.82576 -4.02042
H32 2.86165 -6.74949 -3.83261
H33 3.14408 -5.92104 -5.34637
H34 1.68377 -6.90166 -5.12141
H35 2.82648 -4.84970 -2.27035
H36 2.28304 -3.26043 -2.83361
H37 3.58039 -4.09292 -3.66143
H38 0.93129 -6.34734 -2.51255
H39 -0.27131 -6.02720 -3.76352
H40 0.04979 -4.83155 -2.50297
H41 0.59956 -5.53519 -6.49448
H42 1.31403 -3.48370 -7.13797
H43 2.70270 -4.30761 -6.49957
H44 1.94714 -1.38872 -5.95706
H45 2.97003 -1.98546 -7.22992
H46 4.91373 -3.74336 -6.12175
H47 6.90178 -3.47667 -4.69608
H48 5.26391 0.11597 -3.07270
H49 3.23330 -0.18109 -4.46407
H50 -0.91516 -3.62522 -4.36579
H51 -0.34673 -2.52180 -5.60482
H52 -0.30025 -3.02458 -1.86892
H53 0.98439 0.84119 -2.78867
N5 -1.35627 -4.42033 0.32277
C35 -1.71154 -3.14084 0.55939
N6 -3.02049 -2.85196 0.62936
O2 -0.82686 -2.27219 0.70835
H54 -2.01716 -5.17774 0.37070
H55 -0.37944 -4.64722 0.40207
H56 -3.73537 -3.55847 0.59170
H57 -3.29150 -1.91447 0.86792

**Net charge**: +2
**DFT total energy**: -9914.74224 hartree
**Orbital gap**: 7.536 eV
**Maximum force**: 5.02 eV/A